Formula: C24H27ClN4O4
Source: OMol25
Level of theory: wB97M-V/def2-TZVPD

## Properties
Charge: 0
E, eV: -52001.9634
SMILES: CCCc1nc2ccc(NC(=O)NCCC(=O)OCC)cc2c(=O)n1Cc1ccc(Cl)cc1
Energy relative to the best compared isomer or geometry (same formula, charge and spin), kcal per mole: 11.9
HOMO level, eV: -8.24

Atoms and positions in Å:
C  4.5126  1.4803  2.6756
C  4.8391  0.1507  2.0112
H  4.3155  -0.6565  2.5263
H  5.9098  -0.0462  2.0941
C  4.4620  0.1435  0.5187
C  2.9753  0.0927  0.3388
N  2.3535  1.2136  0.4356
C  0.9925  1.2447  0.3590
C  0.3092  2.4600  0.5010
C  -1.0600  2.4891  0.4387
C  -1.8137  1.3165  0.2374
C  -1.1471  0.1073  0.1228
C  0.2466  0.0730  0.1668
C  0.9498  -1.1911  0.0096
O  0.4041  -2.2573  -0.2118
N  2.3428  -1.1069  0.1136
C  3.0637  -2.3612  -0.0596
C  3.6473  -2.8825  1.2248
C  2.8544  -2.9537  2.3653
C  3.3708  -3.4254  3.5571
C  4.6932  -3.8388  3.6079
C  5.4935  -3.7908  2.4782
C  4.9660  -3.3108  1.2930
H  5.5914  -3.2759  0.4127
H  6.5184  -4.1224  2.5277
Cl  5.3498  -4.4238  5.0957
H  2.7540  -3.4757  4.4403
H  1.8220  -2.6405  2.3181
H  2.3114  -3.0725  -0.4246
H  3.8331  -2.2476  -0.8269
H  -1.6707  -0.8319  0.0396
N  -3.1970  1.4334  0.2120
C  -4.1859  0.6371  -0.3397
O  -5.3462  0.8407  -0.0533
N  -3.7679  -0.3491  -1.1810
H  -2.8498  -0.2536  -1.5883
C  -4.7344  -1.0799  -1.9618
H  -5.6639  -1.1010  -1.3884
H  -4.3675  -2.1004  -2.0999
C  -4.9909  -0.4379  -3.3378
C  -5.6255  0.9231  -3.1445
O  -6.8009  1.1497  -3.2223
O  -4.6927  1.8384  -2.8527
C  -5.1605  3.1451  -2.5102
C  -5.5591  3.9499  -3.7380
H  -5.8435  4.9537  -3.4358
H  -6.4045  3.4782  -4.2316
H  -4.7276  4.0107  -4.4368
H  -6.0099  3.0385  -1.8280
H  -4.3210  3.6120  -1.9897
H  -4.0476  -0.3279  -3.8746
H  -5.6746  -1.0659  -3.9070
H  -3.5801  2.2358  0.6938
H  -1.5834  3.4279  0.5521
H  0.8826  3.3588  0.6615
H  4.9552  -0.6894  0.0239
H  4.8116  1.0761  0.0739
H  4.7145  1.4286  3.7427
H  5.1148  2.2778  2.2475
H  3.4655  1.7294  2.5267

Cartesian forces (eV/Å) of the 2 atoms listed first:
-0.01 -0.19 0.06
-0.01 0.13 0.02

Atom charges from the Löwdin analysis, given in e for atoms 1 to 5: -0.10 -0.23 0.09 0.11 -0.11